C2H9N5O | wB97M-V/def2-TZVPD

Positions of all 17 atoms, in Å:
C (-0.731, 1.579, 0.147)
N (1.493, 0.413, -0.589)
N (-1.757, 0.787, -0.329)
N (0.452, 0.437, 0.375)
C (-0.755, -0.807, 0.017)
N (2.239, -0.787, -0.424)
N (-1.180, -1.241, 1.260)
O (-0.611, -1.521, -0.954)
H (1.037, 0.435, -1.501)
H (-1.824, 0.825, -1.341)
H (0.887, 0.416, 1.298)
H (3.183, -0.615, -0.746)
H (1.821, -1.562, -0.933)
H (-1.477, -0.477, 1.854)
H (-1.608, -2.155, 1.208)
H (-0.884, 1.940, 1.170)
H (-0.286, 2.334, -0.512)

HOMO-LUMO gap	9.3712	eV
energy above the lowest of the compared OMol25 structures with the same formula, charge and spin	492.4	kJ/mol

Atom charges from the natural (NBO) analysis, given in e for atoms 1 to 2: -0.029 -0.313

---

C6H7N3O4S | wB97M-V/def2-TZVPD

Positions of all 21 atoms, in Å:
C (-2.698, -0.681, -1.469)
C (-3.307, -0.487, -0.297)
C (-1.133, 0.696, -0.444)
C (1.956, 0.236, 0.667)
C (0.586, -1.457, 1.990)
C (1.016, -0.821, 0.917)
N (-1.558, -0.001, -1.490)
N (-4.490, -1.029, 0.259)
N (0.489, -1.477, -0.295)
O (-5.244, -1.508, -0.569)
O (-4.661, -0.843, 1.452)
O (1.097, -1.173, -1.244)
O (-0.488, -2.266, -0.230)
S (-2.423, 0.553, 0.771)
H (-3.017, -1.237, -2.447)
H (1.321, 1.113, 0.301)
H (2.395, 0.497, 1.588)
H (2.551, -0.123, -0.096)
H (1.089, -1.353, 2.936)
H (-0.284, -2.060, 1.803)
H (-0.884, -0.134, -2.268)

HOMO-LUMO gap	8.5632	eV
energy above the lowest of the compared OMol25 structures with the same formula, charge and spin	369.1	kJ/mol

Atom charges from the natural (NBO) analysis, given in e for atoms 1 to 2: 0.013 -0.188

---

C12H24AlO20S2 | wB97M-V/def2-TZVPD

Positions of all 59 atoms, in Å:
Al (-0.148, -0.781, -0.886)
S (0.870, -2.049, -4.027)
O (0.559, -0.654, -3.750)
O (0.695, -2.692, -2.732)
O (-0.191, -2.393, -4.965)
O (2.190, -2.320, -4.587)
S (-0.989, 2.312, -2.733)
O (-1.916, 1.158, -2.551)
O (-1.609, 3.555, -2.302)
O (0.151, 1.847, -1.942)
O (-0.786, 2.345, -4.171)
C (-0.167, -5.375, -1.777)
O (-0.504, -5.733, -0.417)
C (-0.915, -4.686, 0.371)
O (-0.917, -3.479, 0.109)
O (-1.384, -5.143, 1.553)
C (-2.418, -4.434, 2.256)
H (-0.085, -6.216, -2.466)
H (0.789, -4.853, -1.791)
H (-0.856, -4.631, -2.176)
H (-3.304, -4.336, 1.628)
H (-2.167, -3.404, 2.510)
H (-2.566, -5.003, 3.173)
C (4.882, -0.616, 0.767)
O (4.950, 0.181, -0.387)
C (3.787, 0.415, -1.105)
O (2.676, -0.084, -1.035)
O (4.068, 1.389, -1.942)
C (3.279, 1.745, -3.058)
H (5.916, -0.773, 1.073)
H (4.529, -1.624, 0.549)
H (4.411, -0.098, 1.602)
H (3.818, 2.452, -3.688)
H (2.345, 2.224, -2.764)
H (3.023, 0.890, -3.684)
C (2.688, 2.813, 1.201)
O (1.509, 3.151, 1.853)
C (0.469, 2.312, 1.767)
O (0.394, 1.384, 1.016)
O (-0.550, 2.628, 2.568)
C (-0.583, 3.528, 3.668)
H (3.244, 1.970, 1.612)
H (3.355, 3.672, 1.143)
H (2.589, 2.510, 0.158)
H (-1.382, 3.292, 4.371)
H (-0.781, 4.544, 3.329)
H (0.363, 3.584, 4.207)
C (-4.105, 2.279, -0.222)
O (-3.538, 0.995, -0.050)
C (-3.055, 0.573, 1.097)
O (-2.261, -0.321, 1.137)
O (-3.571, 1.280, 2.158)
C (-3.562, 0.804, 3.472)
H (-3.797, 2.588, -1.221)
H (-3.712, 3.074, 0.411)
H (-5.187, 2.280, -0.093)
H (-2.542, 0.677, 3.836)
H (-4.014, -0.169, 3.664)
H (-3.986, 1.419, 4.265)

total charge	-2
<S²>	0.76
HOMO-LUMO gap (alpha / beta)	3.6655 / 3.6637	eV
spin multiplicity	2

Atom charges from the natural (NBO) analysis, given in e for atoms 1 to 2: 0.808 2.621

---

C4H7N2 | wB97M-V/def2-TZVPD

Positions of all 13 atoms, in Å:
C (1.367, 0.545, 1.546)
C (0.406, 0.172, 0.440)
C (0.197, 0.744, -0.850)
N (-0.732, -0.163, -1.610)
C (-1.352, -1.089, -0.755)
N (-0.455, -0.810, 0.729)
H (1.785, -0.426, 1.873)
H (2.216, 1.198, 1.191)
H (0.845, 1.000, 2.399)
H (0.813, 1.372, -1.515)
H (-1.374, 0.334, -2.128)
H (-2.241, -0.750, -0.203)
H (-1.476, -2.127, -1.115)

total charge	+1
HOMO-LUMO gap	8.5009	eV
SMILES string	CC1=NC[NH+]=C1
energy above the lowest of the compared OMol25 structures with the same formula, charge and spin	435.9	kJ/mol

Atom charges from the natural (NBO) analysis, given in e for atoms 1 to 2: -0.660 0.081

---

C44H24BF4I4MnN4 | wB97M-V/def2-TZVPD

Positions of all 82 atoms, in Å:
Mn (-0.476, 0.078, -0.182)
I (-2.100, -6.825, 6.321)
C (-2.006, -5.323, 4.825)
C (-3.175, -4.878, 4.239)
C (-3.112, -3.874, 3.285)
C (-1.892, -3.316, 2.926)
C (-0.725, -3.801, 3.512)
C (-0.777, -4.800, 4.467)
C (-1.758, -2.222, 1.936)
C (-1.540, -0.940, 2.421)
C (-1.566, -0.577, 3.805)
C (-1.424, 0.770, 3.862)
C (-1.329, 1.240, 2.513)
C (-1.274, 2.568, 2.103)
C (-1.290, 3.674, 3.067)
C (-0.314, 4.671, 2.977)
C (-0.290, 5.746, 3.840)
C (-1.267, 5.850, 4.812)
I (-1.267, 7.522, 6.110)
C (-2.244, 4.880, 4.934)
C (-2.248, 3.795, 4.075)
C (-1.112, 2.917, 0.741)
N (-0.576, 2.094, -0.228)
C (-0.289, 2.908, -1.288)
C (0.421, 2.478, -2.459)
C (1.492, 3.271, -3.010)
C (1.856, 4.531, -2.492)
C (2.894, 5.270, -3.017)
C (3.632, 4.768, -4.075)
I (5.184, 5.935, -4.927)
C (3.380, 3.489, -4.545)
C (2.347, 2.755, -4.005)
C (0.120, 1.198, -2.977)
C (0.176, 0.804, -4.343)
C (0.033, -0.554, -4.366)
C (-0.102, -0.977, -3.016)
N (-0.196, 0.116, -2.195)
C (-0.066, -2.322, -2.574)
C (-0.839, -2.673, -1.434)
C (-1.447, -3.930, -1.178)
C (-1.969, -3.875, 0.083)
C (-1.678, -2.582, 0.585)
N (-1.090, -1.819, -0.395)
C (0.886, -3.246, -3.180)
C (1.023, -4.593, -2.796)
C (2.008, -5.410, -3.315)
C (2.912, -4.907, -4.231)
I (4.435, -6.141, -5.025)
C (2.856, -3.576, -4.594)
C (1.873, -2.768, -4.064)
C (-0.788, 4.206, -1.059)
C (-1.313, 4.209, 0.214)
N (-1.360, 0.175, 1.645)
H (-4.126, -5.305, 4.526)
H (-4.022, -3.511, 2.831)
H (0.227, -3.387, 3.215)
H (0.130, -5.164, 4.925)
H (-1.686, -1.264, 4.621)
H (-1.385, 1.387, 4.738)
H (0.446, 4.600, 2.216)
H (0.484, 6.492, 3.751)
H (-3.009, 4.972, 5.691)
H (-3.030, 3.057, 4.167)
H (1.333, 4.936, -1.643)
H (3.139, 6.233, -2.593)
H (4.001, 3.049, -5.311)
H (2.236, 1.734, -4.330)
H (0.228, 1.476, -5.178)
H (-0.042, -1.198, -5.222)
H (-1.568, -4.727, -1.885)
H (-2.491, -4.648, 0.613)
H (0.389, -5.020, -2.040)
H (2.090, -6.435, -2.983)
H (3.596, -3.153, -5.259)
H (1.913, -1.719, -4.307)
H (-0.819, 5.002, -1.780)
H (-1.801, 5.020, 0.722)
F (1.401, -2.686, 0.910)
B (2.276, -1.745, 0.437)
F (2.634, -1.968, -0.857)
F (3.339, -1.567, 1.261)
F (1.492, -0.452, 0.437)

total charge	-1
<S²>	9.13
HOMO-LUMO gap (alpha / beta)	3.9031 / 4.8639	eV
spin multiplicity	6

Atom charges from the Mulliken analysis, given in e for atoms 1 to 2: 0.089 0.031

---

C52H44F3N2O4P3Se2V | wB97M-V/def2-TZVPD

Positions of all 111 atoms, in Å:
V (0.879, -0.408, 0.147)
Se (0.588, 3.203, 2.664)
P (-0.697, 3.226, 0.977)
Se (-0.798, 1.471, -0.325)
C (-2.420, 3.646, 1.422)
C (-2.729, 4.127, 2.687)
C (-4.037, 4.477, 2.997)
C (-5.038, 4.343, 2.048)
C (-4.730, 3.863, 0.780)
C (-3.426, 3.519, 0.466)
C (-0.279, 4.642, -0.114)
C (-0.048, 4.512, -1.477)
C (0.262, 5.632, -2.240)
C (0.337, 6.883, -1.649)
C (0.104, 7.016, -0.285)
C (-0.199, 5.902, 0.478)
H (-1.941, 4.207, 3.426)
H (-4.272, 4.849, 3.987)
H (-6.058, 4.613, 2.291)
H (-5.509, 3.759, 0.035)
H (-3.186, 3.134, -0.518)
H (-0.111, 3.534, -1.938)
H (0.441, 5.521, -3.303)
H (0.576, 7.754, -2.246)
H (0.162, 7.990, 0.184)
H (-0.361, 6.001, 1.545)
O (-0.688, -3.473, -0.145)
C (-1.616, -3.693, 0.846)
C (-2.716, -4.539, 0.724)
C (-3.523, -4.778, 1.823)
C (-3.249, -4.185, 3.046)
C (-2.210, -3.279, 3.129)
C (-1.400, -2.988, 2.031)
P (-0.259, -1.549, 2.126)
C (-1.355, -0.456, 3.104)
C (-1.221, -0.206, 4.464)
C (-2.166, 0.563, 5.131)
C (-3.256, 1.078, 4.449)
C (-3.400, 0.826, 3.091)
C (-2.454, 0.069, 2.423)
C (0.998, -2.138, 3.312)
C (1.284, -3.498, 3.410)
C (2.313, -3.944, 4.227)
C (3.064, -3.037, 4.958)
C (2.786, -1.680, 4.867)
C (1.765, -1.229, 4.044)
C (-0.851, -3.928, -1.433)
C (-1.114, -5.261, -1.732)
C (-1.298, -5.644, -3.049)
C (-1.205, -4.710, -4.073)
C (-0.844, -3.411, -3.771)
C (-0.637, -3.003, -2.454)
P (0.257, -1.442, -2.093)
C (1.782, -1.860, -3.024)
C (1.941, -1.620, -4.387)
C (3.102, -2.009, -5.038)
C (4.113, -2.650, -4.335)
C (3.958, -2.901, -2.980)
C (2.800, -2.505, -2.326)
C (-0.595, -0.222, -3.144)
C (0.092, 0.877, -3.657)
C (-0.594, 1.889, -4.308)
C (-1.974, 1.827, -4.438)
C (-2.665, 0.740, -3.924)
C (-1.979, -0.280, -3.282)
H (-2.959, -5.003, -0.218)
H (-4.372, -5.441, 1.714)
H (-3.864, -4.392, 3.911)
H (-2.039, -2.750, 4.058)
H (-0.389, -0.613, 5.021)
H (-2.043, 0.758, 6.189)
H (-3.988, 1.683, 4.968)
H (-4.240, 1.239, 2.545)
H (-2.566, -0.110, 1.361)
H (0.704, -4.215, 2.844)
H (2.527, -5.003, 4.289)
H (3.867, -3.384, 5.596)
H (3.372, -0.964, 5.427)
H (1.576, -0.166, 3.959)
H (-1.156, -5.996, -0.941)
H (-1.512, -6.681, -3.274)
H (-1.368, -5.005, -5.101)
H (-0.696, -2.697, -4.572)
H (1.163, -1.115, -4.947)
H (3.215, -1.811, -6.096)
H (5.020, -2.952, -4.844)
H (4.742, -3.397, -2.423)
H (2.702, -2.681, -1.262)
H (1.165, 0.948, -3.530)
H (-0.048, 2.737, -4.702)
H (-2.509, 2.625, -4.936)
H (-3.742, 0.687, -4.016)
H (-2.530, -1.118, -2.872)
F (4.515, 0.432, 2.936)
C (4.427, -0.332, 1.847)
F (5.119, 0.281, 0.862)
F (5.026, -1.496, 2.099)
C (2.973, -0.513, 1.374)
O (2.163, 0.411, 1.606)
O (2.687, -1.519, 0.695)
C (4.269, 0.954, -3.058)
N (3.787, 1.947, -2.114)
C (2.865, 1.658, -1.159)
N (2.633, 2.598, -0.230)
O (2.245, 0.576, -1.195)
H (5.343, 0.801, -2.939)
H (4.064, 1.255, -4.086)
H (3.763, 0.014, -2.859)
H (4.338, 2.777, -1.984)
H (3.194, 3.429, -0.172)
H (2.062, 2.375, 0.578)

<S²>	3.76
HOMO-LUMO gap (alpha / beta)	7.6034 / 7.6620	eV
spin multiplicity	4

Atom charges from the Mulliken analysis, given in e for atoms 1 to 2: 1.194 -0.386

---

C3H5AgFO2 | wB97M-V/def2-TZVPD

Positions of all 12 atoms, in Å:
Ag (-0.454, -0.357, 1.880)
F (1.341, -0.751, 2.205)
O (-1.137, -1.224, 0.113)
C (-0.821, -0.483, -0.838)
C (-0.253, 0.866, -0.578)
O (-0.392, 1.207, 0.742)
H (-0.890, -0.849, -1.877)
H (-0.822, 1.554, -1.242)
C (1.367, 0.923, -1.081)
H (1.299, 1.144, -2.156)
H (2.041, 0.065, -1.201)
H (1.922, 1.647, -0.471)

<S²>	0.76
HOMO-LUMO gap (alpha / beta)	9.7677 / 7.8389	eV
energy above the lowest of the compared OMol25 structures with the same formula, charge and spin	0.0	kJ/mol
spin multiplicity	2

Atom charges from the natural (NBO) analysis, given in e for atoms 1 to 2: 1.281 -0.766

---

C2H3Zn | wB97M-V/def2-TZVPD

Positions of all 6 atoms, in Å:
C (0.322, 0.464, -0.228)
H (0.417, 1.139, 0.655)
C (0.053, -0.840, -0.101)
H (0.105, -1.454, -1.007)
H (-0.091, 1.133, -1.048)
Zn (-0.806, -0.443, 1.729)

total charge	+1
HOMO-LUMO gap (alpha / beta)	6.5086 / 6.5095	eV
energy above the lowest of the compared OMol25 structures with the same formula, charge and spin	0.0	kJ/mol

Atom charges from the natural (NBO) analysis, given in e for atoms 1 to 2: -0.471 0.153